# 1
# C16H18N4O5

A single C16H18N4O5 molecule at a distorted geometry (ωB97M-V with the def2-TZVPD basis set, the OMol25 dataset).

Frontier orbital gap, eV: 7.9
LUMO level, eV: -0.724
HOMO level, eV: -8.61
Energy above the lowest of the compared OMol25 structures with the same formula, charge and spin, kcal per mole: 89.21

Each line ends with the Mulliken charge.
Atoms and positions in Å:
C 1.8956 2.0697 4.7261  -1.01
C 2.3754 3.2999 3.9715  -0.33
H 2.1467 4.2108 4.5340  0.34
H 3.4457 3.2475 3.7626  0.29
O 1.7473 3.3772 2.6888  -0.32
C 0.5436 3.9294 2.6354  0.52
O -0.0072 4.5004 3.5341  -0.61
C -0.0438 3.7723 1.2298  -0.38
N -0.2409 2.3706 0.9798  0.81
C -0.3527 1.7385 -0.2151  0.10
C -0.5519 0.4006 0.0968  0.68
C -0.5525 0.3345 1.5092  0.43
N -0.3661 1.5376 2.0134  -0.96
C -0.7341 -0.8683 2.3653  -1.48
H 0.0188 -1.6221 2.1354  0.32
H -0.6393 -0.5781 3.4072  0.34
H -1.7212 -1.3071 2.2139  0.37
N -0.7698 -0.7162 -0.7221  -0.22
C -0.2325 -0.9732 -1.9392  0.37
O 0.5196 -0.2301 -2.5371  -0.65
C -0.6522 -2.2926 -2.5158  0.39
C 0.2602 -2.9683 -3.3163  -0.34
C -0.0996 -4.1803 -3.8843  -0.06
C -1.3632 -4.7245 -3.6872  -0.43
C -2.2749 -4.0362 -2.9088  -0.71
C -1.9233 -2.8298 -2.3234  -0.47
H -2.6572 -2.2933 -1.7393  0.51
H -3.2647 -4.4386 -2.7583  0.40
H -1.6106 -5.6679 -4.1489  0.49
N 0.8561 -4.8942 -4.7016  1.02
O 0.4718 -5.8988 -5.2605  -0.61
O 1.9789 -4.4483 -4.7727  -0.60
H 1.2385 -2.5475 -3.4956  0.52
H -1.2430 -1.4733 -0.2496  0.29
C -0.3059 2.4594 -1.5097  -1.51
H 0.3962 3.2893 -1.4678  0.36
H 0.0078 1.7752 -2.2935  0.40
H -1.2899 2.8561 -1.7626  0.23
H 0.6582 4.1865 0.5014  0.29
H -0.9924 4.3184 1.1835  0.25
H 2.4100 1.9996 5.6801  0.43
H 0.8249 2.1405 4.8992  0.28
H 2.0932 1.1747 4.1421  0.24

***

# 2
# C16H19AsCl3F6GeNSeSiTeV

A molecular structure, C16H19AsCl3F6GeNSeSiTeV (ωB97M-V with the def2-TZVPD basis set, the OMol25 dataset).

Frontier orbital gap (alpha / beta), eV: 6.5 / 7.3
Total charge: +2
LUMO level (alpha / beta), eV: -8.312 / -7.504
Spin multiplicity: 2
HOMO level (alpha / beta), eV: -14.85 / -14.85
Energy above the lowest of the compared OMol25 structures with the same formula, charge and spin, kcal per mole: 17.16
⟨S²⟩: 0.829

Each line ends with the Mulliken charge.
Atoms and positions in Å:
V -0.1114 -0.0747 -0.6483  0.65
N 0.9837 -1.0914 2.1229  -0.42
C 0.5352 -0.9051 1.0741  0.28
Cl -1.9263 -0.7677 -2.0523  -0.47
Ge -1.3044 -2.1309 -0.1735  0.96
Cl -0.5475 -3.9141 -0.9418  -0.16
Cl -2.9886 -2.3438 1.0302  -0.16
C -4.2549 1.2472 -3.4703  -0.94
Si -2.5742 1.6995 -3.9993  0.36
C -1.8882 3.2990 -3.4688  -0.77
C -1.6685 0.7070 -5.2219  -0.74
Se -1.2756 1.6359 0.4384  0.03
H -4.9591 1.8805 -4.0267  0.41
H -4.4044 1.4712 -2.4123  0.35
H -4.4985 0.2064 -3.6746  0.37
H -2.2958 4.0660 -4.1411  0.47
H -0.8021 3.3264 -3.5487  0.25
H -2.2036 3.5583 -2.4574  0.25
H -1.8179 1.1701 -6.2066  0.42
H -2.0257 -0.3202 -5.2743  0.35
H -0.5955 0.7255 -5.0188  0.18
Te 0.5313 2.4933 2.0037  0.61
C -0.6320 3.8757 3.0447  1.01
C -1.8135 4.4164 2.5571  -0.13
C -2.4693 5.3670 3.3245  -0.74
C -1.9436 5.7627 4.5483  -0.52
C -0.7647 5.2082 5.0235  -0.64
C -0.0994 4.2478 4.2739  -0.76
C 1.4995 3.7970 0.6977  0.94
C 2.8866 3.7231 0.6765  -0.61
C 3.5891 4.6131 -0.1266  -0.64
C 2.9034 5.5429 -0.8921  -0.53
C 1.5132 5.6017 -0.8611  -0.65
C 0.7982 4.7272 -0.0601  -0.46
H -2.2351 4.1076 1.6094  0.26
H -3.3953 5.7972 2.9682  0.41
H -2.4635 6.5037 5.1400  0.41
H -0.3640 5.5107 5.9811  0.41
H 0.8117 3.8054 4.6602  0.35
H 3.4254 2.9914 1.2670  0.43
H 4.6695 4.5744 -0.1503  0.44
H 3.4543 6.2351 -1.5146  0.45
H 0.9899 6.3437 -1.4493  0.44
H -0.2821 4.7933 -0.0133  0.26
F 1.2714 -0.8215 -2.0577  -0.54
As 2.0664 0.7948 -2.3600  2.12
F 1.7925 0.8625 -0.5615  -0.40
F 0.2875 1.2451 -2.2792  -0.40
F 2.4830 2.4247 -2.3890  -0.39
F 1.9327 0.5867 -4.0247  -0.41
F 3.5975 0.1597 -2.1507  -0.37

***

# 3
# C16H19BEuN6S

A molecular structure, C16H19BEuN6S at a distorted geometry (ωB97M-V with the def2-TZVPD basis set, the OMol25 dataset).

Frontier orbital gap (alpha / beta), eV: 6.6 / 5.2
LUMO level (alpha / beta), eV: -1.423 / -2.524
Spin multiplicity: 8
HOMO level (alpha / beta), eV: -7.99 / -7.74
⟨S²⟩: 15.994

Each line ends with the Mulliken charge.
Atoms and positions in Å:
H -0.3233 3.0879 0.6363  0.33
N -0.0432 1.7547 -0.9612  0.20
B 0.6717 0.7175 -3.1433  0.26
N 0.5778 1.8955 -2.1915  -0.07
C 0.9748 3.1546 -2.3910  -0.10
Eu -1.4467 -0.5618 0.2247  1.07
H 1.4267 3.3963 -3.3463  0.42
C 0.6524 3.8788 -1.2565  -1.14
H 0.8471 4.9242 -1.1013  0.38
C 0.0355 2.9618 -0.3809  -0.19
H 1.0910 1.0547 -4.1992  -0.15
C -1.3987 -2.9037 0.3716  -1.27
H -2.1996 -2.6567 1.1224  0.43
H -0.4838 -3.4005 0.6725  0.28
H -1.6465 -3.3530 -0.5769  0.28
N -0.7507 0.0777 -3.1503  -0.18
N 1.5369 -0.3435 -2.4947  0.03
N -1.4155 -0.4350 -1.9895  0.18
N 1.1888 -0.9721 -1.3150  0.03
C -1.5263 -0.0568 -4.2163  -0.05
C 2.6865 -0.8198 -2.9820  -0.12
H -1.0749 0.3315 -5.1261  0.43
H 3.0431 -0.4335 -3.9172  0.42
C -2.7186 -0.6628 -3.8392  -1.28
C 3.1527 -1.7748 -2.0864  -1.07
C -2.6143 -0.8939 -2.4420  -0.01
C 2.1991 -1.8117 -1.0425  -0.35
H -3.5227 -0.8944 -4.4986  0.40
H 4.0478 -2.3356 -2.2055  0.40
H -3.3063 -1.3665 -1.7422  0.39
H 2.2261 -2.3702 -0.1142  0.42
H -2.2295 1.4151 1.4171  -0.13
S 0.4858 0.4053 2.1202  -0.30
C 0.2917 0.1452 3.7643  0.81
C 1.2036 -0.5659 4.5781  -0.51
C 0.9654 -0.7348 5.9360  -0.44
C -0.1937 -0.2191 6.5385  -0.41
C -1.1313 0.4553 5.7264  -0.56
C -0.8940 0.6336 4.3705  -0.33
H 2.0671 -1.0299 4.1301  0.36
H 1.6577 -1.2916 6.5696  0.33
H -0.3980 -0.3531 7.6159  0.34
H -2.0690 0.8254 6.1646  0.33
H -1.6544 1.0993 3.7438  0.16

***

# 4
# C16H19BMgN6S

A molecular structure, C16H19BMgN6S at a distorted geometry (ωB97M-V with the def2-TZVPD basis set, the OMol25 dataset).

Frontier orbital gap (alpha / beta), eV: 5.8 / 6.4
LUMO level (alpha / beta), eV: -2.091 / -1.808
HOMO level (alpha / beta), eV: -7.86 / -8.25
Energy above the lowest of the compared OMol25 structures with the same formula, charge and spin, kcal per mole: 40.59

Each line ends with the Mulliken charge.
Atoms and positions in Å:
H -2.2934 -0.8035 -1.7778  0.27
N -0.9591 0.7769 -1.2843  0.30
B 0.0433 3.0836 -0.8913  0.21
N -1.0797 2.1491 -1.3992  -0.10
C -2.2587 2.4715 -1.9782  -0.20
Mg 1.3315 -0.1284 -0.4715  0.35
H -2.5148 3.5085 -2.1569  0.43
C -2.9433 1.2902 -2.2490  -1.10
H -3.9041 1.1844 -2.7189  0.39
C -2.0910 0.2612 -1.7839  -0.12
H -0.1310 4.2158 -1.1864  -0.13
C 2.1315 -0.9844 0.8593  -0.98
H 2.0609 -2.0645 0.9456  0.41
H 1.9239 -0.4134 1.7625  0.04
H 3.1011 -0.9353 0.2696  0.26
N 1.3542 2.5834 -1.5979  -0.14
N 0.2868 2.8676 0.6175  -0.14
N 1.7389 1.2740 -1.3611  0.47
N 0.6622 1.6484 1.1505  0.07
C 2.2141 3.0789 -2.4593  -0.13
C 0.1111 3.7696 1.6063  -0.15
H 2.0905 4.0778 -2.7834  0.51
H -0.1959 4.7748 1.3583  0.44
C 3.1622 2.1288 -2.7829  -1.34
C 0.3831 3.1477 2.8176  -1.15
C 2.8497 0.9810 -2.0893  0.06
C 0.7194 1.8180 2.4793  -0.15
H 3.9599 2.2271 -3.4276  0.49
H 0.3421 3.5839 3.7961  0.39
H 3.3272 -0.0194 -2.0697  0.36
H 0.9696 1.0146 3.1627  0.36
H 0.4725 -1.6984 -1.9171  -0.05
S -1.0198 -1.1401 1.1428  0.00
C -0.7840 -2.7897 1.1717  0.38
C -0.5046 -3.4786 2.3878  -0.39
C -0.1741 -4.8271 2.3632  -0.45
C -0.1359 -5.5296 1.1443  -0.37
C -0.4613 -4.8680 -0.0521  -0.63
C -0.8064 -3.5269 -0.0441  -0.18
H -0.5368 -2.9161 3.3193  0.37
H 0.0646 -5.3419 3.2957  0.36
H 0.1533 -6.5812 1.1274  0.37
H -0.4331 -5.4078 -1.0018  0.37
H -1.0700 -3.0025 -0.9618  0.27